Entry 1:
C21H30N3O3S2SeTi | the ωB97M-V functional and the def2-TZVPD basis

Computed properties:
electronic energy: -5255.4177 Ha
charge: +1
molecular weight: 563.45 Da
frontier orbital gap: 7.1 eV

Last column: Löwdin charge in e.
Geometry (Å):
Ti  -0.8933  -0.4585  0.8475  0.73
C  0.4361  0.6392  3.1811  -0.06
C  -0.2651  -0.5252  3.8350  -0.22
O  -1.2728  -1.0071  2.9235  -0.34
C  -2.3281  -1.7492  3.5851  -0.21
C  -3.3100  -2.2865  2.5768  -0.06
H  1.2879  0.9512  3.7854  0.11
H  -0.2272  1.4965  3.0625  0.08
H  0.8775  0.3873  2.2063  0.05
H  -0.7548  -0.2113  4.7581  0.13
H  0.4195  -1.3457  4.0592  0.14
H  -2.8092  -1.0664  4.2884  0.13
H  -1.8530  -2.5555  4.1485  0.14
H  -3.7558  -1.4828  1.9910  0.06
H  -4.1082  -2.8047  3.1074  0.10
H  -2.8411  -2.9992  1.8984  0.08
O  0.0516  0.3997  -0.0983  -0.41
S  2.0839  -0.0506  -2.1851  1.02
C  2.7535  -1.3557  -1.2056  -0.54
C  3.4065  -1.1432  0.0111  -0.10
C  3.8410  -2.2258  0.7682  -0.08
C  3.6148  -3.5263  0.3379  -0.09
C  2.9547  -3.7401  -0.8669  -0.08
C  2.5288  -2.6664  -1.6367  -0.11
C  3.0972  1.3313  -1.7255  -0.54
C  2.5108  2.4273  -1.1047  -0.10
C  3.2808  3.5442  -0.8028  -0.08
C  4.6327  3.5598  -1.1074  -0.08
C  5.2189  2.4599  -1.7234  -0.07
C  4.4533  1.3506  -2.0416  -0.09
H  3.5852  -0.1316  0.3531  0.11
H  4.3595  -2.0470  1.7016  0.11
H  3.9564  -4.3647  0.9294  0.11
H  2.7840  -4.7489  -1.2202  0.11
H  2.0311  -2.8369  -2.5835  0.11
H  1.4608  2.3939  -0.8457  0.08
H  2.8223  4.3990  -0.3228  0.11
H  5.2319  4.4284  -0.8685  0.11
H  6.2726  2.4728  -1.9690  0.11
H  4.9000  0.4981  -2.5372  0.11
Se  -4.1956  -2.4330  -2.0168  0.69
C  -2.8603  -1.9194  -1.0354  -0.91
N  -1.9501  -1.5609  -0.3658  -0.07
S  -2.6543  1.2400  1.1794  0.73
C  -3.0849  1.6237  -0.4626  -0.73
N  -4.3412  1.9777  -0.6985  0.04
C  -4.8491  2.3205  -2.0279  -0.14
C  -4.0242  1.5934  -3.0754  -0.15
C  -2.5499  1.8724  -2.8452  -0.13
N  -2.2097  1.5905  -1.4496  0.05
H  -4.9678  1.9625  0.0892  0.13
H  -4.8037  3.4026  -2.1698  0.13
H  -5.8929  2.0165  -2.0727  0.13
H  -4.3123  1.9244  -4.0715  0.13
H  -4.2078  0.5196  -3.0050  0.08
H  -2.3074  2.9130  -3.0723  0.13
H  -1.9274  1.2359  -3.4716  0.13
H  -1.2605  1.3191  -1.2136  0.08
O  0.5028  -2.1083  1.0381  -0.06
H  1.3340  -1.9684  0.5385  0.05
H  0.1276  -2.9318  0.6979  0.10

Cartesian forces (eV/Å) of the 2 atoms listed first:
-0.7 -0.7 0.2
0.2 0.1 0.1

***

Entry 2:
C4H9IS | the ωB97M-V functional and the def2-TZVPD basis

Computed properties:
electronic energy: -853.5410 Ha
ΔE to the lowest compared entry with this formula, charge and spin: 72.5 kcal per mole
molecular weight: 216.09 Da
frontier orbital gap (alpha / beta): 5.9 / 5.9 eV

Last column: Löwdin charge in e.
Geometry (Å):
C  -1.7176  0.1648  0.2804  -0.06
C  0.2348  0.7246  -1.2956  -0.10
C  0.5314  0.5291  1.2508  0.11
C  -0.1264  0.0893  0.0229  -0.56
S  2.9847  -1.4946  1.1112  -0.29
I  1.7151  -2.6860  -0.4268  0.39
H  -2.0849  1.1180  0.5931  0.06
H  -2.3808  -0.3701  -0.5477  0.13
H  -1.8973  -0.4732  1.0741  0.03
H  1.3032  0.9458  -1.4085  0.09
H  -0.3084  1.5756  -1.4819  0.05
H  -0.0139  0.0382  -2.0732  0.07
H  1.5460  0.8822  1.0706  0.02
H  0.2456  -0.0264  2.1651  0.09
H  -0.0317  -1.0173  -0.3346  -0.01

Cartesian forces (eV/Å) of the 2 atoms listed first:
0.2 -1.6 -2.6
1.9 -0.8 0.3

***

Entry 3:
C21H44N3O9PS | the ωB97M-V functional and the def2-TZVPD basis

Computed properties:
electronic energy: -2407.5481 Ha
ΔE to the lowest compared entry with this formula, charge and spin: 0.0 kcal per mole
molecular weight: 545.64 Da
frontier orbital gap: 7.5 eV

Last column: Löwdin charge in e.
Geometry (Å):
C  -4.8103  1.9622  -2.4174  0.03
C  -3.6403  2.8356  -2.0779  -0.55
O  -3.5866  3.4093  -1.0395  0.13
O  -2.6792  3.0322  -3.0045  0.01
C  -2.1853  1.8853  -3.7031  -0.14
C  -0.6631  1.6886  -3.5250  -0.10
C  -0.3495  0.2289  -3.3047  -0.19
C  -0.0098  -0.5315  -4.4617  0.03
C  0.2335  -1.8792  -4.4505  -0.20
C  0.5702  -2.6757  -5.6683  -0.03
C  0.1307  -2.5406  -3.1951  -0.33
N  0.2898  -3.8488  -2.9605  -0.21
S  0.0484  -4.0615  -1.4016  1.04
N  -0.2630  -2.5670  -0.9264  -0.21
C  -0.1857  -1.8017  -2.0267  -0.37
C  -0.4238  -0.3838  -2.0701  -0.15
P  -0.7799  0.4231  -0.4888  0.49
N  0.3962  0.2361  0.5072  -0.14
O  -2.1110  -0.1976  0.1259  -0.13
O  -1.0921  1.9561  -0.7603  -0.13
H  -5.4480  1.9216  -1.5484  0.09
H  -5.3402  2.2966  -3.3012  0.10
H  -4.4692  0.9454  -2.5998  0.05
H  -2.3887  2.0432  -4.7587  0.13
H  -2.6956  0.9682  -3.4263  0.10
H  -0.2467  2.3383  -2.7710  0.11
H  -0.1974  1.9665  -4.4661  0.11
H  0.0403  -0.0089  -5.4059  0.12
H  1.4611  -3.2664  -5.4733  0.09
H  0.7701  -2.0253  -6.5112  0.08
H  -0.2123  -3.3872  -5.9080  0.09
H  1.1471  -0.3014  0.1002  -0.02
H  -2.8075  -0.2891  -0.5490  0.05
H  -1.7504  2.3109  -0.1442  0.09
C  -4.5238  -3.4758  -2.5536  -0.08
C  -4.4101  -1.9944  -2.8531  -0.29
O  -3.2917  -1.4117  -2.1749  -0.11
H  -4.6262  -3.6390  -1.4806  0.08
H  -5.3855  -3.9119  -3.0594  0.08
H  -3.6261  -4.0058  -2.8828  0.07
H  -5.2959  -1.4626  -2.5088  0.11
H  -4.3074  -1.8243  -3.9299  0.12
H  -2.4995  -1.8697  -2.4759  0.06
C  1.5872  3.2075  2.6608  -0.09
C  1.4529  2.6608  4.0664  -0.32
O  0.1818  2.0396  4.2465  -0.09
H  0.7947  3.9300  2.4574  0.07
H  2.5538  3.6936  2.5121  0.07
H  1.4874  2.4031  1.9276  0.05
H  1.5281  3.4613  4.8013  0.09
H  2.2438  1.9305  4.2718  0.10
H  0.1165  1.3275  3.6000  0.07
C  -1.9275  -7.3467  -0.1841  -0.09
C  -0.9515  -8.4419  -0.5735  -0.32
O  -0.3807  -8.2135  -1.8602  -0.09
H  -2.7257  -7.2708  -0.9235  0.08
H  -2.3712  -7.5445  0.7925  0.08
H  -1.4264  -6.3773  -0.1453  0.03
H  -1.4590  -9.4032  -0.6296  0.11
H  -0.1508  -8.5230  0.1693  0.11
H  0.0895  -7.3755  -1.8313  0.06
C  5.9872  0.7572  5.0094  -0.09
C  5.3413  1.0047  3.6581  -0.32
O  5.4373  2.3784  3.2844  -0.09
H  5.5123  1.3734  5.7733  0.07
H  5.9022  -0.2906  5.3014  0.07
H  7.0467  1.0233  4.9852  0.07
H  4.2818  0.7582  3.6912  0.10
H  5.8128  0.3882  2.8854  0.11
H  6.3716  2.6006  3.2397  0.08
C  3.5383  5.7000  5.4365  -0.10
C  3.1423  6.4329  6.7045  -0.32
O  2.9073  7.8194  6.4670  -0.09
H  4.4341  6.1455  5.0032  0.08
H  3.7321  4.6451  5.6366  0.07
H  2.7459  5.7679  4.6869  0.07
H  3.9403  6.3789  7.4433  0.11
H  2.2439  5.9831  7.1410  0.11
H  2.1942  7.8894  5.8258  0.08

Cartesian forces (eV/Å) of the 2 atoms listed first:
0.3 -0.7 0.0
-0.4 -0.1 -0.5

***

Entry 4:
C2H10O4 | the ωB97M-V functional and the def2-TZVPD basis

Computed properties:
electronic energy: -383.1223 Ha
ΔE to the lowest compared entry with this formula, charge and spin: 20.9 kcal per mole
molecular weight: 98.10 Da
frontier orbital gap: 10.9 eV
SMILES: CC=O.O.O.O

Last column: Löwdin charge in e.
Geometry (Å):
C  1.2016  -1.2509  0.7554  -0.05
C  1.1098  -0.0247  1.6192  -0.28
O  0.0497  0.5186  1.8112  0.00
H  0.2966  -1.8438  1.0496  0.10
H  2.1293  -1.8262  0.7677  0.08
H  1.0378  -0.8652  -0.2735  0.05
H  2.0997  0.4344  1.8758  0.13
O  -2.1778  0.5346  0.8157  -0.06
H  -1.5941  -0.0924  1.1592  -0.03
H  -2.1073  1.2223  1.5104  0.06
O  -0.9973  1.6977  -1.7933  -0.11
H  -1.8191  1.1481  -1.8248  0.05
H  -0.9049  1.6992  -0.7887  0.05
O  0.7994  -0.7224  -2.1002  -0.08
H  -0.1294  -0.7873  -2.0197  0.01
H  1.0059  0.1580  -2.5639  0.10

Cartesian forces (eV/Å) of the 2 atoms listed first:
-1.3 0.0 0.6
1.1 -0.2 -1.3

***

Entry 5:
C26H66N4O10 | the ωB97M-V functional and the def2-TZVPD basis

Computed properties:
electronic energy: -2001.4542 Ha
ΔE to the lowest compared entry with this formula, charge and spin: 86.2 kcal per mole
molecular weight: 594.83 Da
frontier orbital gap: 9.1 eV
SMILES: COCCNCCOC.COCCNCCOC.COCCNCCOC.COCCNCCOC.OCCO

Last column: Löwdin charge in e.
Geometry (Å):
C  3.7701  1.1562  2.2502  -0.08
O  2.9202  2.2358  2.5664  -0.16
C  2.0290  2.5297  1.5197  -0.23
C  1.3427  3.8603  1.8248  -0.15
N  0.3307  4.1145  0.7701  -0.10
C  -0.3285  5.4081  0.8930  -0.18
C  -1.1430  5.5262  2.1630  -0.24
O  -2.0164  6.6190  1.9767  -0.19
C  -2.6979  6.9544  3.1587  -0.12
H  4.2135  1.2685  1.2546  0.07
H  3.2129  0.2063  2.2674  0.07
H  4.5504  1.1162  3.0039  0.09
H  1.2572  1.7483  1.4223  0.11
H  2.5757  2.6005  0.5667  0.12
H  2.1099  4.6493  1.7912  0.13
H  0.9167  3.8420  2.8252  0.13
H  0.8817  4.1315  -0.0864  0.13
H  -1.0232  5.5384  0.0574  0.13
H  0.3641  6.2606  0.8260  0.13
H  -0.5080  5.7088  3.0433  0.12
H  -1.7365  4.6247  2.3655  0.12
H  -3.0825  6.0718  3.6869  0.09
H  -3.5426  7.5837  2.8838  0.09
H  -2.0505  7.5020  3.8575  0.09
C  -4.7445  -2.5708  -3.0072  -0.11
O  -4.3367  -2.8876  -1.7129  -0.18
C  -3.5933  -1.8762  -1.1067  -0.24
C  -2.7938  -2.4848  0.0096  -0.21
N  -1.9731  -3.5693  -0.4953  -0.03
C  -1.3689  -4.3307  0.5914  -0.21
C  -0.7048  -5.5950  0.1160  -0.21
O  -1.6940  -6.6334  0.0389  -0.20
C  -1.2890  -7.7028  -0.7717  -0.13
H  -5.5767  -1.8573  -2.9870  0.09
H  -5.0721  -3.4938  -3.4804  0.09
H  -3.9120  -2.1602  -3.5897  0.09
H  -4.2406  -1.0806  -0.7089  0.13
H  -2.9001  -1.4064  -1.8241  0.12
H  -3.5068  -2.8181  0.7856  0.13
H  -2.1321  -1.7205  0.4219  0.09
H  -2.5757  -4.1860  -1.0313  0.11
H  -2.2017  -4.6098  1.2597  0.13
H  -0.6114  -3.8320  1.1921  0.08
H  0.0580  -5.9072  0.8367  0.13
H  -0.2975  -5.4372  -0.8901  0.12
H  -0.3658  -8.1644  -0.3973  0.09
H  -1.1582  -7.3771  -1.8094  0.09
H  -2.0687  -8.4625  -0.7277  0.09
C  1.1151  -2.1105  -0.9849  -0.10
O  0.9379  -1.3556  0.1966  -0.19
C  1.5197  -1.9739  1.3195  -0.23
C  0.9765  -1.3583  2.5836  -0.21
N  -0.3600  -1.8745  2.9021  -0.04
C  -1.0081  -1.1052  3.9446  -0.22
C  -2.4828  -1.4131  4.0468  -0.23
O  -3.1330  -0.8879  2.9218  -0.22
C  -4.5291  -0.8925  3.0166  -0.11
H  2.1759  -2.1849  -1.2557  0.08
H  0.5955  -1.5727  -1.7777  0.09
H  0.6694  -3.1045  -0.9065  0.07
H  2.6132  -1.8439  1.3337  0.12
H  1.3073  -3.0501  1.3393  0.11
H  0.9181  -0.2688  2.4052  0.10
H  1.6141  -1.5429  3.4488  0.13
H  -0.9058  -1.8537  2.0478  0.07
H  -0.9313  -0.0178  3.7616  0.12
H  -0.5362  -1.3202  4.9062  0.12
H  -2.8424  -0.9624  4.9905  0.13
H  -2.6491  -2.4956  4.1735  0.13
H  -4.9292  -1.9111  3.1143  0.09
H  -4.9419  -0.4301  2.1228  0.09
H  -4.8656  -0.3147  3.8894  0.09
C  5.7590  1.9952  -1.9820  -0.10
O  4.6311  1.9896  -1.1276  -0.19
C  3.9107  0.7842  -1.1549  -0.25
C  3.2135  0.4753  -2.4666  -0.19
N  2.2567  1.5563  -2.7801  -0.03
C  1.5788  1.3987  -4.0571  -0.23
C  2.4691  1.4969  -5.2666  -0.22
O  3.3407  0.4007  -5.4868  -0.21
C  2.6912  -0.7771  -5.8910  -0.12
H  6.5581  1.3416  -1.6064  0.09
H  6.1557  3.0118  -1.9844  0.09
H  5.4950  1.7317  -3.0088  0.08
H  3.1388  0.8728  -0.3841  0.09
H  4.5649  -0.0622  -0.8896  0.13
H  2.6580  -0.4643  -2.2896  0.09
H  3.9136  0.3189  -3.2796  0.10
H  1.5565  1.4656  -2.0496  0.06
H  0.8054  2.1662  -4.1279  0.12
H  1.0196  0.4380  -4.0932  0.11
H  3.1055  2.3804  -5.1942  0.13
H  1.8143  1.6310  -6.1445  0.12
H  2.2268  -1.2923  -5.0445  0.08
H  3.4330  -1.4194  -6.3591  0.09
H  1.9119  -0.5561  -6.6340  0.09
O  -1.9223  2.3703  1.2811  -0.06
C  -1.5864  1.0632  0.8812  -0.25
C  -1.1426  0.9975  -0.5441  -0.21
O  0.1333  1.6199  -0.6986  -0.09
H  -1.1775  2.9400  1.0200  0.03
H  -0.7985  0.5923  1.4920  0.10
H  -2.4487  0.4207  1.0734  0.10
H  -1.8813  1.4443  -1.2299  0.13
H  -1.0801  -0.0357  -0.9027  0.09
H  0.0820  2.4556  -0.2105  0.03

Cartesian forces (eV/Å) of the 2 atoms listed first:
-0.1 -0.3 -0.1
0.1 0.2 0.1

***

Question: What is the formula in the first record?
Answer: C21H30N3O3S2SeTi